# 1
Molecular formula: C17H25F2N3O
Method: DFT, ωB97M-V/def2-TZVPD

Calculated values
* relative energy (zero: lowest compared OMol25 entry of this formula, charge and spin): 56.7 kJ/mol
* HOMO: -7.79 eV
* frontier orbital gap: 8.473 eV
* SMILES: CN(C)CCOc1cc(N2C[C@@H]3CNC[C@@H](C3)C2)cc(F)c1F

Geometry (Å):
C -1.791265 -3.415740 -1.438728
N -0.341613 -3.824379 -1.248714
C 0.252910 -5.113471 -1.347241
C 0.250713 -2.903596 -0.257795
C 0.036902 -3.313541 1.145287
O 0.269485 -2.184380 2.074815
C -0.639006 -1.113886 2.006708
C -0.278475 -0.195860 1.002725
C -1.059997 0.937516 0.674245
N -0.636569 1.813367 -0.387817
C 0.109713 1.381620 -1.503578
C 1.545134 2.042324 -1.514778
C 2.511349 1.617720 -0.309729
N 1.956317 2.174232 0.945178
C 1.571814 3.642444 0.977641
C 0.657423 3.983279 -0.290551
C 1.393547 3.629910 -1.566928
C -0.655248 3.276793 -0.250894
C -2.247216 1.113938 1.458016
C -2.636398 0.100198 2.404000
F -3.718466 0.297562 3.083743
C -1.855394 -1.107215 2.567929
F -2.124691 -2.020250 3.498055
H -2.034898 -2.340388 -1.138420
H -2.118188 -3.485239 -2.434683
H -2.420950 -4.028723 -0.698913
H 1.076337 -5.256081 -0.805848
H 0.240758 -5.610743 -2.316739
H -0.445599 -5.745225 -0.725179
H -0.166234 -1.941910 -0.452598
H 1.255352 -2.907965 -0.511119
H -0.943691 -3.677048 1.381358
H 0.734344 -4.122903 1.553606
H 0.754073 -0.254292 0.713435
H 0.414784 0.240549 -1.512610
H -0.354814 1.674778 -2.430555
H 2.078246 1.784842 -2.424031
H 3.535280 2.022731 -0.424663
H 2.455708 0.529828 -0.270677
H 1.250363 1.551422 1.308688
H 2.441746 4.350160 0.995891
H 1.005508 3.973066 1.825010
H 0.555512 5.104471 -0.334115
H 0.831142 3.843648 -2.522500
H 2.301816 4.173530 -1.575803
H -0.961050 3.563817 0.798942
H -1.245668 3.705678 -0.989951
H -2.810849 2.033411 1.269886

Cartesian forces (eV/Å) of the 2 atoms listed first:
0.6 -1.1 2.9
-0.7 4.2 -0.4

---

# 2
Molecular formula: C17H25F3N3O
Method: DFT, ωB97M-V/def2-TZVPD

Calculated values
* relative energy (zero: lowest compared OMol25 entry of this formula, charge and spin): 93.5 kJ/mol
* HOMO: -11.47 eV
* frontier orbital gap: 6.343 eV
* total charge: +1

Geometry (Å):
C -2.042144 -0.095994 -2.342068
N -0.617860 0.195142 -2.432035
C -0.275986 1.437515 -3.130437
C 0.295708 -0.798911 -2.182557
C 1.691094 -0.614088 -2.143524
C 2.263595 0.641804 -1.839608
C 3.618515 0.830568 -1.907391
C 4.455483 -0.220560 -2.248523
C 5.944585 0.031048 -2.415001
F 6.610784 -1.130101 -2.251307
F 6.156043 0.517727 -3.656046
F 6.340047 0.929744 -1.489691
C 3.922555 -1.478906 -2.491964
C 2.569005 -1.684243 -2.426972
H -2.633022 0.792347 -2.543506
H -2.307585 -0.866600 -3.059468
H -2.281215 -0.450753 -1.343209
H -1.082731 1.735755 -3.796472
H -0.098446 2.239964 -2.418979
H 0.614904 1.290628 -3.738796
H -0.084986 -1.805672 -2.141229
H 1.624252 1.431041 -1.490713
H 4.056678 1.791966 -1.697948
H 4.593316 -2.277319 -2.756674
H 2.153929 -2.656305 -2.621873
C -3.527004 1.551271 4.624916
N -3.233630 0.977698 3.322467
C -4.331866 0.327117 2.614827
C -1.910338 0.891813 2.901782
C -1.561233 0.210740 1.596441
C -1.663141 -1.324947 1.714170
C -0.210653 -1.847606 1.770679
C 0.688972 -0.605461 1.684056
N -0.157889 0.513515 1.239452
O -1.008362 1.341808 3.578615
H -2.622166 1.964867 5.069091
H -4.265097 2.346836 4.534442
H -3.919034 0.784075 5.290086
H -4.059303 0.088576 1.590887
H -4.598892 -0.593434 3.131409
H -5.199417 0.986052 2.594410
H -2.201494 0.609378 0.794531
H -2.214178 -1.583016 2.623930
H -2.215293 -1.756530 0.872535
H -0.013168 -2.405743 2.692854
H -0.004633 -2.533891 0.941585
H 1.128178 -0.367513 2.660517
H 1.519157 -0.733101 0.978318
H 0.093982 1.371710 1.743997

Cartesian forces (eV/Å) of the 2 atoms listed first:
-0.3 -0.5 0.3
2.3 -2.6 -0.1

---

# 3
Molecular formula: C17H25F9O10
Method: DFT, ωB97M-V/def2-TZVPD

Calculated values
* HOMO: -10.16 eV
* frontier orbital gap: 10.493 eV
* SMILES: C[C@@H](O)COCOC=O.CCOC(=O)C(F)(F)F.CCOC(=O)C(F)(F)F.CCOC(=O)C(F)(F)F

Geometry (Å):
C -1.428621 -1.926942 2.307520
C -0.219953 -0.933648 2.864262
O 0.547430 -1.635137 3.911932
C 0.743744 -0.643561 1.529180
O -0.186178 -0.351514 0.425559
C 0.496447 0.252877 -0.732444
O -0.179664 1.507809 -1.107659
C -0.032234 2.549635 -0.079233
O 0.903104 2.606727 0.872103
H -0.996248 -2.686252 1.517266
H -1.885532 -2.506267 3.220459
H -2.235892 -1.245067 1.776784
H -0.605369 0.113418 3.232368
H -0.100700 -1.820448 4.675169
H 1.458514 0.236524 1.821801
H 1.390683 -1.616791 1.317878
H 1.661317 0.340347 -0.618436
H 0.318597 -0.497938 -1.643365
H -0.808690 3.455252 -0.115144
C -3.030904 -2.511246 -3.508877
C -2.600170 -3.966877 -3.488928
O -2.400989 -4.418373 -2.140177
C -3.531632 -4.762314 -1.446724
O -4.666050 -4.699295 -1.912929
C -3.174666 -5.267848 -0.050021
F -2.263662 -4.472648 0.581335
F -2.630251 -6.518687 -0.079795
F -4.251883 -5.341828 0.782260
H -2.313437 -1.890912 -2.962030
H -3.107340 -2.144510 -4.536180
H -4.001390 -2.378927 -3.021573
H -1.639753 -4.070582 -4.004150
H -3.317915 -4.609421 -4.012639
C -0.562865 5.668711 1.391237
C -1.483829 6.664313 0.709037
O -2.504529 7.113554 1.614025
C -2.135700 8.090346 2.501362
O -1.009216 8.576581 2.554585
C -3.322594 8.507723 3.367878
F -4.019617 7.441422 3.855775
F -4.222679 9.264973 2.676291
F -2.957152 9.247966 4.452798
H -1.139505 4.840384 1.815472
H 0.166436 5.267573 0.682082
H -0.019977 6.134503 2.218959
H -1.993346 6.176206 -0.128073
H -0.927678 7.514430 0.296374
C 6.983676 -3.206202 -1.139304
C 6.216029 -1.968242 -1.567050
O 5.025861 -2.332011 -2.283867
C 3.953751 -2.710356 -1.519040
O 3.969640 -2.752774 -0.291777
C 2.745932 -3.022814 -2.400694
F 3.064140 -3.803841 -3.472897
F 2.175664 -1.892829 -2.910403
F 1.755266 -3.681464 -1.734869
H 7.194700 -3.844799 -2.003178
H 7.928079 -2.930124 -0.662259
H 6.403062 -3.807879 -0.433834
H 6.831171 -1.375627 -2.251898
H 5.974571 -1.325280 -0.712305

Cartesian forces (eV/Å) of the 2 atoms listed first:
0.2 0.8 0.2
-0.5 -0.7 -1.7

---

# 4
Molecular formula: C17H25FN2O3S
Method: DFT, ωB97M-V/def2-TZVPD

Calculated values
* relative energy (zero: lowest compared OMol25 entry of this formula, charge and spin): 21.5 kJ/mol
* HOMO: -9.31 eV
* frontier orbital gap: 9.701 eV
* SMILES: CCCCCNC(=O)c1cc(S(=O)(=O)N2CCCCC2)ccc1F

Geometry (Å):
C 8.084475 1.881664 -0.246154
C 6.629286 1.450293 -0.108363
C 6.514830 -0.047468 0.168444
C 5.082198 -0.507264 0.433824
C 4.189657 -0.402712 -0.803885
N 2.871505 -0.938115 -0.548289
C 1.781188 -0.153946 -0.460873
O 1.785216 1.041659 -0.675799
C 0.498836 -0.859195 -0.113160
C -0.675045 -0.387311 -0.695771
C -1.894093 -0.934795 -0.358209
S -3.399194 -0.267844 -1.095821
O -3.076867 0.177924 -2.416755
O -4.426234 -1.251086 -0.914570
N -3.829818 1.056631 -0.214644
C -3.110901 2.293862 -0.406139
C -2.033249 2.518513 0.656648
C -2.642359 2.385269 2.050942
C -3.309258 1.018568 2.195401
C -4.369956 0.849345 1.106164
C -1.987490 -1.966155 0.558088
C -0.836597 -2.451696 1.153873
C 0.383268 -1.890730 0.814142
F 1.487846 -2.374293 1.425304
H 8.635328 1.669914 0.667864
H 8.564224 1.349407 -1.064758
H 8.149616 2.948334 -0.446287
H 6.095231 1.699587 -1.026111
H 6.162800 2.003399 0.709437
H 6.922613 -0.604719 -0.678399
H 7.122722 -0.288355 1.043767
H 5.098270 -1.549051 0.765810
H 4.646885 0.091589 1.236185
H 4.640847 -0.949964 -1.638063
H 4.047982 0.639592 -1.092589
H 2.817457 -1.913917 -0.304320
H -0.620351 0.405520 -1.425516
H -2.686092 2.256496 -1.409006
H -3.839676 3.112365 -0.366399
H -1.231143 1.788438 0.538602
H -1.603539 3.511864 0.523183
H -1.868552 2.508404 2.810570
H -3.389427 3.168651 2.199115
H -2.555359 0.233613 2.102284
H -3.780291 0.925207 3.175058
H -4.803793 -0.150650 1.113567
H -5.173059 1.579237 1.262027
H -2.957679 -2.378886 0.783461
H -0.867305 -3.251418 1.876999

Cartesian forces (eV/Å) of the 2 atoms listed first:
-0.3 0.1 0.0
0.3 -0.2 0.0

---

# 5
Molecular formula: C17H25NO2
Method: DFT, ωB97M-V/def2-TZVPD

Calculated values
* relative energy (zero: lowest compared OMol25 entry of this formula, charge and spin): 1620.5 kJ/mol
* HOMO: -8.40 eV
* frontier orbital gap: 9.062 eV

Geometry (Å):
C 4.439726 -0.255682 -1.745320
C 3.006895 -0.061994 -2.423422
C 2.600707 -0.944467 -3.541275
C 1.497624 -0.677511 -4.202593
C 0.608544 0.498884 -3.798487
C 1.095744 1.151725 -2.739466
C 2.424720 0.967482 -2.040028
O 2.556279 1.763813 -1.140720
C 1.775458 2.813640 -0.730542
C 0.459457 2.363036 0.032557
O -0.508562 2.892307 -0.126401
N 0.492205 1.092307 0.343865
H 1.340164 0.765359 0.462271
C -0.665250 0.317899 1.043728
C -1.107514 -0.604841 0.000555
H -1.204931 -0.240953 -0.836733
C -2.080555 -1.544791 0.660814
C -3.266972 -0.911115 1.153876
H -4.407256 -1.243811 0.537718
H -3.154562 0.060933 1.016640
C -3.658190 -1.178575 2.508317
H -4.219250 -0.674322 2.903779
C -2.418321 -1.354800 3.487911
C -1.389680 -0.117830 3.476832
H -2.346589 0.895338 3.031530
H -1.178970 0.133736 4.501234
C -0.295001 0.085403 2.580295
H -0.044494 -1.193822 2.393264
H 0.576210 0.568941 2.886768
H -1.769458 -2.131976 3.428414
H -2.890264 -1.385644 4.464962
H -4.137492 -2.137065 2.576050
H -1.762591 -2.379849 1.278848
H -2.400621 -2.122491 -0.294801
H -0.097873 -1.229417 -0.153206
H -1.491473 0.994958 1.033167
H 1.469981 3.564848 -1.516465
H 2.554469 3.124268 0.256843
H 0.302479 1.817639 -2.482235
H -0.186002 0.262956 -4.423486
H 1.359623 -1.399420 -4.895433
H 3.672715 -1.802682 -3.937059
H 4.356837 -0.455942 -0.819540
H 5.050021 0.856118 -1.766118
H 5.042009 -0.942591 -2.446907

Cartesian forces (eV/Å) of the 2 atoms listed first:
1.4 3.9 -8.9
7.7 -6.8 -1.6